116
Properties=species:S:1:pos:R:3 method="wB97M-V/def2-TZVPD" total_charge=+1 e_lumo_ev="-2.17 / -3.72" spin_multiplicity=6
Ru 0.564 0.248 1.002
C -1.204 2.101 4.767
P -0.884 2.101 2.938
C -2.480 2.807 2.356
C 0.186 3.586 2.837
C -0.295 4.857 3.117
C 0.467 5.980 2.855
C 1.725 5.834 2.297
C 2.248 4.569 2.090
C 1.504 3.434 2.399
P 2.171 1.742 2.226
C 3.963 2.127 2.109
C 2.183 1.178 3.979
H -1.718 3.016 5.055
H -0.264 2.053 5.311
H -1.819 1.247 5.044
H -2.720 3.741 2.859
H -3.275 2.091 2.556
H -2.429 2.978 1.284
H -1.277 4.986 3.542
H 0.057 6.960 3.041
H 2.304 6.706 2.033
H 3.233 4.483 1.661
H 4.211 2.894 2.842
H 4.238 2.460 1.111
H 4.522 1.231 2.355
H 2.457 2.004 4.635
H 2.914 0.377 4.075
H 1.206 0.786 4.254
C 4.305 -1.214 1.219
C 4.124 -1.426 -0.286
C 3.621 -0.157 -0.968
C 3.257 -2.656 -0.419
C 3.927 -3.870 -0.334
C 3.247 -5.070 -0.320
C 1.868 -5.062 -0.414
C 1.156 -3.880 -0.530
C -0.345 -3.969 -0.691
C -0.687 -4.709 -1.986
C -1.022 -4.711 0.466
C 1.852 -2.645 -0.528
N 1.131 -1.467 -0.635
C 0.489 -1.160 -1.756
C -0.588 -0.216 -1.786
N -0.982 0.458 -0.716
C -2.026 1.369 -0.775
C -1.827 2.644 -1.351
C -2.900 3.517 -1.405
C -4.144 3.145 -0.923
C -4.336 1.890 -0.372
C -3.287 0.992 -0.271
C -3.451 -0.395 0.308
C -3.751 -1.403 -0.807
C -4.542 -0.489 1.373
C -0.461 3.009 -1.892
C 0.488 3.321 -0.731
C -0.475 4.173 -2.879
C -1.144 -0.198 -3.132
C -2.218 0.407 -3.741
C -2.419 0.187 -5.116
C -1.586 -0.599 -5.874
C -0.484 -1.257 -5.273
C 0.463 -2.107 -5.893
C 1.463 -2.679 -5.145
C 1.595 -2.474 -3.756
C 0.693 -1.654 -3.116
C -0.316 -1.047 -3.906
H 5.029 -0.425 1.402
H 4.667 -2.126 1.691
H 3.334 -0.950 1.659
H 5.103 -1.671 -0.717
H 2.768 0.270 -0.419
H 3.310 -0.364 -1.989
H 4.408 0.593 -0.993
H 5.006 -3.871 -0.277
H 3.784 -6.002 -0.248
H 1.334 -5.999 -0.425
H -0.766 -2.961 -0.731
H -0.402 -5.754 -1.905
H -0.179 -4.282 -2.847
H -1.759 -4.665 -2.156
H -0.566 -5.681 0.642
H -2.071 -4.874 0.229
H -0.975 -4.138 1.386
H -2.773 4.498 -1.833
H -4.973 3.832 -0.988
H -5.318 1.613 -0.025
H -2.486 -0.664 0.768
H -4.712 -1.176 -1.263
H -3.800 -2.411 -0.398
H -2.989 -1.379 -1.581
H -5.525 -0.315 0.942
H -4.380 0.235 2.168
H -4.551 -1.486 1.810
H -0.057 2.136 -2.417
H 0.130 4.171 -0.152
H 1.487 3.544 -1.101
H 0.555 2.441 -0.065
H -0.701 5.113 -2.379
H -1.206 4.004 -3.667
H 0.507 4.268 -3.338
H -2.908 1.035 -3.198
H -3.269 0.664 -5.584
H -1.773 -0.727 -6.931
H 0.388 -2.305 -6.953
H 2.180 -3.321 -5.638
H 2.398 -2.967 -3.228
N 1.220 -3.914 3.336
N 0.292 -2.955 3.172
N -0.876 -2.977 3.761
C -1.430 -1.844 3.352
N -0.609 -1.175 2.549
N 0.490 -1.884 2.446
H 0.830 -4.758 3.739
H 1.765 -4.064 2.495
H -2.409 -1.513 3.631



130
Properties=species:S:1:pos:R:3 method="wB97M-V/def2-TZVPD" total_charge=-2 de_lowest_kj_mol=41.4 e_lumo_ev="3.46 / 3.46" spin_multiplicity=5
Fe -0.718 0.565 -0.186
C 0.781 -6.594 3.811
C 0.230 -5.248 3.437
C -0.364 -5.032 2.201
C -0.912 -3.800 1.878
C -0.853 -2.761 2.787
C -0.240 -2.955 4.012
C 0.292 -4.189 4.338
S -1.603 -1.149 2.436
O -2.419 -0.826 3.585
O -2.300 -1.311 1.171
N -0.392 -0.173 2.092
C 0.291 0.582 2.967
C 0.118 0.615 4.348
C 0.916 1.426 5.147
C 1.891 2.237 4.616
C 2.065 2.288 3.221
C 2.962 3.168 2.582
C 3.027 3.189 1.213
C 2.224 2.300 0.483
N 1.373 1.473 1.043
C 1.276 1.452 2.383
H 0.752 -7.272 2.962
H 0.198 -7.030 4.623
H 1.812 -6.509 4.152
H -0.413 -5.840 1.485
H -1.404 -3.654 0.928
H -0.199 -2.131 4.706
H 0.758 -4.333 5.305
H -0.679 0.032 4.785
H 0.752 1.413 6.218
H 2.515 2.850 5.255
H 3.575 3.828 3.185
H 3.687 3.872 0.694
H 2.264 2.271 -0.598
Cl 0.745 0.995 -5.304
C -0.227 2.203 -4.453
Cl -0.067 3.753 -5.279
Cl -1.922 1.699 -4.502
C 0.313 2.311 -2.942
O 1.004 3.287 -2.695
O -0.052 1.373 -2.228
C -9.146 -0.354 0.262
C -7.691 -0.074 0.009
C -7.201 1.221 0.005
C -5.873 1.498 -0.282
C -5.421 2.926 -0.294
C -4.987 0.464 -0.594
Te -3.001 0.906 -1.256
C -5.468 -0.849 -0.570
C -4.552 -1.989 -0.876
C -6.797 -1.101 -0.263
H -9.680 0.568 0.486
H -9.271 -1.042 1.097
H -9.605 -0.809 -0.615
H -7.875 2.047 0.203
H -6.226 3.589 0.018
H -5.107 3.200 -1.303
H -4.566 3.068 0.366
H -3.787 -2.036 -0.104
H -4.059 -1.830 -1.836
H -5.086 -2.937 -0.907
H -7.150 -2.126 -0.260
C -0.824 7.566 0.844
C -0.064 7.114 -0.400
C 1.330 6.605 -0.042
C -0.872 6.050 -1.163
N -1.149 4.901 -0.356
C -0.376 3.812 -0.195
N -1.010 2.966 0.583
N -2.162 3.558 0.902
N -2.259 4.700 0.358
H -0.268 8.343 1.361
H -0.970 6.734 1.528
H -1.804 7.956 0.576
H 0.043 7.966 -1.081
H 1.279 5.785 0.671
H 1.915 7.407 0.403
H 1.845 6.254 -0.932
H -0.306 5.701 -2.032
H -1.826 6.471 -1.492
H 0.571 3.680 -0.666
C 5.326 1.176 -1.544
C 5.353 0.160 -0.404
C 5.857 0.836 0.868
P 3.589 -0.505 -0.205
C 3.433 -1.704 -1.667
C 4.700 -2.217 -2.348
C 2.493 -1.060 -2.692
C 3.851 -1.661 1.274
C 4.960 -2.703 1.182
C 2.516 -2.309 1.627
H 6.328 1.561 -1.739
H 4.678 2.013 -1.289
H 4.946 0.729 -2.459
H 6.032 -0.658 -0.668
H 5.157 1.597 1.203
H 6.816 1.318 0.676
H 6.004 0.126 1.679
H 2.898 -2.567 -1.251
H 5.220 -1.418 -2.871
H 4.418 -2.969 -3.086
H 5.391 -2.676 -1.644
H 3.005 -0.293 -3.273
H 1.637 -0.601 -2.193
H 2.119 -1.809 -3.390
H 4.090 -0.967 2.090
H 4.749 -3.438 0.409
H 5.045 -3.234 2.131
H 5.918 -2.236 0.973
H 2.220 -3.043 0.878
H 1.739 -1.548 1.694
H 2.578 -2.828 2.586
N -0.317 -1.796 -0.844
C -0.504 -2.659 -1.964
C -1.029 -2.144 -3.143
C -1.274 -2.978 -4.220
C -1.006 -4.328 -4.127
C -0.475 -4.848 -2.967
C -0.207 -4.017 -1.891
S -1.439 -5.480 -5.457
O -2.626 -6.159 -4.932
O -1.694 -4.664 -6.641
O -0.281 -6.367 -5.596
H -1.214 -1.700 -0.355
H 0.339 -2.205 -0.185
H -1.225 -1.083 -3.193
H -1.665 -2.599 -5.150
H -0.278 -5.907 -2.918
H 0.222 -4.428 -0.982



118
Properties=species:S:1:pos:R:3 method="wB97M-V/def2-TZVPD" total_charge=+1 de_lowest_kj_mol=0.0 e_lumo_ev="-2.83 / -3.70" spin_multiplicity=2
Ru 0.182 -0.261 -0.324
C -1.371 -3.689 -3.630
C -0.917 -3.152 -2.264
C 0.306 -3.963 -1.846
P -0.630 -1.309 -2.292
C -2.019 -0.744 -3.383
C -2.001 0.721 -3.801
C -3.408 -1.094 -2.849
C 0.845 -1.079 -3.325
C 0.889 -0.909 -4.700
C 2.102 -0.639 -5.320
C 3.255 -0.527 -4.556
C 3.220 -0.707 -3.181
C 2.015 -1.010 -2.554
N 1.833 -1.203 -1.164
C 2.577 -2.202 -0.542
C 3.571 -2.967 -1.195
C 4.178 -4.030 -0.564
C 3.855 -4.393 0.741
C 2.912 -3.641 1.406
C 2.271 -2.564 0.788
P 1.072 -1.531 1.634
C -0.249 -2.616 2.390
C 0.071 -3.299 3.721
C -0.704 -3.669 1.387
C 2.029 -1.005 3.128
C 1.214 -0.171 4.129
C 3.388 -0.375 2.827
H -1.441 -4.776 -3.561
H -0.632 -3.460 -4.400
H -2.342 -3.324 -3.952
H -1.720 -3.308 -1.536
H 1.085 -3.899 -2.609
H 0.012 -5.010 -1.755
H 0.744 -3.658 -0.904
H -1.836 -1.351 -4.273
H -2.372 1.354 -2.997
H -2.677 0.843 -4.649
H -1.014 1.077 -4.095
H -3.653 -0.485 -1.983
H -3.521 -2.140 -2.569
H -4.147 -0.877 -3.622
H -0.011 -0.967 -5.298
H 2.143 -0.506 -6.392
H 4.195 -0.291 -5.037
H 4.123 -0.613 -2.594
H 3.850 -2.749 -2.211
H 4.924 -4.596 -1.108
H 4.329 -5.239 1.218
H 2.662 -3.895 2.429
H -1.075 -1.916 2.558
H 0.881 -4.023 3.620
H -0.808 -3.853 4.056
H 0.332 -2.597 4.510
H 0.020 -4.484 1.332
H -0.806 -3.265 0.382
H -1.668 -4.084 1.687
H 2.225 -1.988 3.567
H 1.487 0.880 4.060
H 1.414 -0.510 5.147
H 0.134 -0.227 3.974
H 3.268 0.590 2.342
H 4.005 -1.018 2.199
H 3.917 -0.215 3.769
S 0.404 1.505 -1.635
C -0.949 2.634 -1.414
C -1.001 3.730 -2.277
C -2.033 4.643 -2.183
C -3.026 4.486 -1.219
C -2.974 3.404 -0.356
C -1.947 2.468 -0.452
As -1.778 0.901 0.671
C -3.441 -0.109 0.589
C -3.348 -1.490 0.530
C -4.488 -2.283 0.535
C -5.738 -1.690 0.581
C -5.843 -0.306 0.651
C -4.701 0.479 0.676
C -2.017 1.593 2.463
C -1.901 2.944 2.759
C -2.075 3.384 4.065
C -2.344 2.475 5.077
C -2.451 1.123 4.785
C -2.292 0.683 3.479
H -0.235 3.848 -3.034
H -2.071 5.479 -2.868
H -3.828 5.207 -1.137
H -3.732 3.307 0.411
H -2.373 -1.953 0.469
H -4.397 -3.361 0.494
H -6.632 -2.299 0.569
H -6.817 0.163 0.700
H -4.807 1.552 0.761
H -1.673 3.657 1.977
H -1.998 4.440 4.291
H -2.478 2.821 6.093
H -2.666 0.411 5.571
H -2.406 -0.373 3.256
C 4.331 3.776 -0.277
N 3.324 2.763 0.020
C 3.651 1.464 -0.539
C 2.277 2.996 0.808
S 1.223 1.814 1.438
N 2.058 4.312 1.136
C 1.791 5.252 0.047
C 1.321 4.628 2.348
H 5.304 3.287 -0.267
H 4.316 4.557 0.479
H 4.179 4.217 -1.263
H 3.733 1.552 -1.621
H 2.887 0.737 -0.297
H 4.610 1.137 -0.130
H 2.346 6.181 0.181
H 0.720 5.479 0.023
H 2.052 4.816 -0.913
H 1.458 5.691 2.545
H 1.713 4.061 3.188
H 0.254 4.413 2.250



118
Properties=species:S:1:pos:R:3 method="wB97M-V/def2-TZVPD" total_charge=+2 e_lumo_ev="-6.25 / -7.44" spin_multiplicity=6
Ir -0.741 0.062 0.185
C -2.151 2.936 3.266
C -0.720 2.459 3.479
C -0.718 1.082 4.129
P 0.260 2.350 1.871
C 0.856 4.137 1.602
C -0.195 5.059 0.966
C 2.108 4.168 0.724
C 1.862 1.698 2.461
C 2.491 2.228 3.594
C 3.761 1.786 3.970
C 4.417 0.817 3.227
C 3.795 0.259 2.113
C 2.512 0.688 1.690
Si 1.644 0.012 0.144
C 2.201 1.252 -1.192
C 3.477 1.845 -1.155
C 3.876 2.759 -2.145
C 3.004 3.096 -3.169
C 1.724 2.528 -3.225
C 1.316 1.598 -2.255
P -0.225 0.660 -2.396
C 0.212 -0.406 -3.894
C 1.451 -1.249 -3.597
C 0.461 0.351 -5.211
C -1.664 1.740 -2.952
C -2.774 0.841 -3.523
C -1.454 3.005 -3.798
C 2.443 -1.631 -0.361
C 3.786 -1.630 -0.778
C 4.442 -2.808 -1.166
C 3.748 -4.009 -1.180
C 2.392 -4.044 -0.804
C 1.724 -2.880 -0.395
P -0.013 -2.870 0.116
C -0.282 -4.469 1.133
C -0.370 -5.833 0.439
C 0.768 -4.542 2.250
C -1.012 -3.101 -1.458
C -2.493 -3.356 -1.112
C -0.498 -4.117 -2.476
H -2.621 3.060 4.240
H -2.727 2.198 2.715
H -2.216 3.894 2.747
H -0.195 3.166 4.133
H -1.016 0.302 3.421
H -1.458 1.073 4.927
H 0.251 0.772 4.531
H 1.106 4.528 2.601
H -0.325 4.847 -0.094
H 0.149 6.093 1.038
H -1.174 4.993 1.438
H 1.900 3.811 -0.284
H 2.951 3.607 1.122
H 2.444 5.198 0.618
H 1.957 2.980 4.170
H 4.216 2.218 4.855
H 5.405 0.491 3.495
H 4.259 -0.568 1.600
H 4.140 1.629 -0.320
H 4.868 3.190 -2.088
H 3.308 3.803 -3.924
H 1.044 2.771 -4.016
H -0.650 -1.067 -4.028
H 2.352 -0.640 -3.499
H 1.629 -1.957 -4.407
H 1.352 -1.846 -2.693
H 1.391 0.929 -5.187
H -0.359 1.005 -5.483
H 0.570 -0.380 -6.017
H -1.998 2.106 -1.966
H -2.559 0.500 -4.533
H -3.720 1.400 -3.550
H -2.938 -0.041 -2.906
H -1.097 2.794 -4.808
H -0.766 3.707 -3.321
H -2.414 3.518 -3.894
H 4.348 -0.708 -0.804
H 5.480 -2.749 -1.468
H 4.227 -4.926 -1.486
H 1.839 -4.962 -0.847
H -1.266 -4.285 1.586
H 0.585 -6.157 0.018
H -1.115 -5.897 -0.352
H -0.654 -6.577 1.183
H 1.789 -4.334 1.923
H 0.750 -5.544 2.679
H 0.573 -3.816 3.054
H -0.938 -2.092 -1.904
H -2.638 -4.282 -0.563
H -3.077 -3.413 -2.036
H -2.897 -2.546 -0.506
H -0.675 -5.140 -2.170
H 0.561 -4.014 -2.691
H -1.024 -3.979 -3.425
C -3.239 -2.694 2.990
C -4.555 -2.366 2.626
C -4.766 -1.275 1.798
C -3.650 -0.558 1.293
N -2.350 -0.958 1.544
C -2.182 -1.986 2.438
C -3.764 0.680 0.605
C -4.986 1.316 0.284
C -4.976 2.637 -0.166
C -3.748 3.304 -0.285
C -2.578 2.604 -0.021
N -2.541 1.285 0.357
H -3.027 -3.503 3.676
H -5.391 -2.942 2.985
H -5.749 -0.929 1.514
H -1.150 -2.208 2.702
H -5.905 0.762 0.427
H -5.902 3.136 -0.398
H -3.696 4.342 -0.578
H -1.614 3.090 -0.112
Se 1.742 -1.554 3.388
C 2.570 -1.624 4.962
N 3.108 -1.692 6.033